one) Molecular formula: C4H4ClF
Method: DFT, ωB97M-V with the def2-TZVPD basis set

As for the structure (SMILES): C#C[C@H](Cl)CF. The calculation puts the HOMO energy at -10.5 eV. Its molecular weight is 106.5 g/mol.

```
! RIJCOSX wB97M-V def2-TZVPD def2/J DEFGRID3
* xyz 0 1
C 2.3240 -0.0790 0.0264
C 1.1838 0.0265 -0.2246
C -0.2059 0.3812 -0.2787
Cl -0.5489 2.1165 0.0314
C -1.2242 -0.4980 0.3466
F -2.4598 -0.2763 -0.2327
H 3.4374 -0.1873 0.1729
H -0.3437 0.2904 -1.4489
H -0.9838 -1.5307 0.2253
H -1.1787 -0.2433 1.3823
*
```

***

two) Molecular formula: C4H4ClF
Method: DFT, ωB97M-V with the def2-TZVPD basis set

As for the structure (SMILES): C=C(F)C(=C)Cl. The calculation puts the HOMO energy at -9.4 eV. Its molecular weight is 106.5 g/mol.

```
! RIJCOSX wB97M-V def2-TZVPD def2/J DEFGRID3
* xyz 0 1
C -1.3568 0.4953 1.2252
C -0.1812 0.4320 0.5966
F 0.7237 1.3620 0.8834
C 0.1962 -0.5409 -0.5389
C 1.3830 -0.4383 -1.1491
Cl -1.0451 -1.5147 -1.0933
H -1.5161 1.2956 2.0292
H -2.1132 -0.1847 1.0430
H 1.6439 -0.9681 -2.1338
H 2.2657 0.0619 -0.8623
*
```

***

three) Molecular formula: C4H4ClF
Method: DFT, ωB97M-V with the def2-TZVPD basis set

As for the structure (SMILES): C=C/C=C(/F)Cl. The calculation puts the HOMO energy at -8.7 eV. Its molecular weight is 106.5 g/mol.

```
! RIJCOSX wB97M-V def2-TZVPD def2/J DEFGRID3
* xyz 0 1
C -1.3156 1.3335 0.0336
C -0.2604 0.6370 -0.3703
C 0.2294 -0.5175 0.4495
C 1.2909 -1.3690 0.0978
F 1.7680 -2.1392 1.0638
Cl 1.9836 -1.3143 -1.4646
H -1.8083 2.0226 -0.7753
H -1.9544 1.1793 0.8937
H 0.2588 0.7975 -1.4257
H -0.1921 -0.6300 1.4975
*
```

***

Among the structures above, stability is smallest for one).